This record from OMol25 describes C28H24AsBN8OS3V as an isolated structure. The level of theory is the ωB97M-V functional and the def2-TZVPD basis.

Structure (ORCA input):
```
! RIJCOSX wB97M-V def2-TZVPD def2/J DEFGRID3
* xyz -1 3
V -0.8486 -1.4339 0.2379
C 3.3613 -2.0034 -0.9677
C 2.0567 -1.5256 -1.1956
N 1.2757 -1.7483 -0.1612
N 2.0085 -2.4146 0.7238
C 3.2756 -2.5354 0.2865
B 1.3677 -3.0243 1.9889
N 0.2364 -4.0242 1.4767
C 0.1570 -5.3384 1.6544
C -1.0853 -5.7600 1.1219
C -1.6675 -4.5569 0.6753
N -0.8408 -3.5427 0.8696
N 0.6394 -1.9538 2.8986
C 0.8356 -1.6322 4.2036
C 0.0003 -0.5150 4.4810
C -0.6864 -0.2666 3.3264
N -0.2959 -1.1413 2.3542
H 4.2413 -1.8911 -1.5634
H 1.6085 -1.0426 -2.0665
H 4.0218 -3.0652 0.8495
H 2.1981 -3.6681 2.5663
H 0.9424 -5.8489 2.1729
H -1.4224 -6.7578 1.0191
H -2.6262 -4.3903 0.1876
H 1.6476 -2.0259 4.8236
H -0.0889 -0.0220 5.4308
H -1.5498 0.4003 3.2166
S -3.0098 -0.9734 0.7241
C -3.4481 0.3710 -0.3611
C -4.7608 0.6002 -0.7099
C -5.0809 1.6555 -1.4980
C -4.1188 2.5645 -1.9669
C -2.7994 2.3772 -1.6764
C -2.4693 1.2589 -0.8455
As -0.6220 0.9677 -0.3702
C -0.0427 2.6013 0.4948
C 0.4547 2.5547 1.7794
C 0.9061 3.7001 2.3899
C 0.7363 4.9611 1.7358
C 0.2010 5.0130 0.4492
C -0.1040 3.8097 -0.1677
C 0.3048 1.3609 -2.1042
C -0.3024 1.2087 -3.3083
C 0.4035 1.4050 -4.4819
C 1.7468 1.7233 -4.4568
C 2.3465 1.9312 -3.2083
C 1.6450 1.7924 -2.0352
H -5.5160 -0.0913 -0.3672
H -6.0713 1.7664 -1.9366
H -4.3927 3.3530 -2.6176
H -2.0762 3.0360 -2.0563
H 0.5111 1.6466 2.3351
H 1.3154 3.7490 3.4210
H 1.0204 5.7968 2.3626
H 0.0071 5.9322 -0.1278
H -0.3695 3.7544 -1.1707
H -1.3637 1.0308 -3.3316
H -0.0947 1.2944 -5.4080
H 2.3746 1.8305 -5.3239
H 3.4128 2.1194 -3.1890
H 2.2129 1.8022 -1.0903
S 4.2530 -0.2132 2.9563
C 3.1924 0.2856 1.8513
N 2.4456 0.6888 1.0333
O 0.3332 -2.4399 -3.7665
S -0.8846 -2.5287 -2.9553
N -1.0581 -1.9679 -1.6123
*
```

As for the expectation value of S²: 2.026. The electronic energy comes out at -163107.252 eV. The value obtained for the energy relative to the best compared isomer or geometry (same formula, charge and spin) is 0.00 kcal/mol. Its lowest unoccupied orbital energy (spin up / spin down) is 0.0785 / 0.0820 Ha.

Löwdin population analysis, charges in e, atoms 1 to 2: V 0.36; C -0.03


This record from OMol25 describes a 2-piece molecular cluster, C9H6ClI overall. The level of theory is the ωB97M-V functional and the def2-TZVPD basis.

Structure (ORCA input):
```
! RIJCOSX wB97M-V def2-TZVPD def2/J DEFGRID3
* xyz 0 1
C -2.7474 0.9498 -0.3713
C -3.5211 0.0451 -0.3546
C 1.7743 -1.5260 0.4545
C 1.1047 -1.4941 -0.7209
C 1.8207 -0.4194 1.3166
C 0.3121 -0.4246 -0.9753
C 1.0429 0.6698 1.0409
C 0.3242 0.6875 -0.1376
C -0.4247 1.9142 -0.6220
Cl -0.5307 3.2254 0.4772
I -4.9857 -1.3618 -0.0545
H 2.4493 -2.4243 0.7473
H 1.3823 -2.3222 -1.2303
H 2.4129 -0.4946 2.2049
H -0.3797 -0.5099 -1.8984
H 1.1264 1.6281 1.5696
H -1.1604 1.8569 -1.4461
*
```

The electronic energy comes out at -30046.431 eV. The value obtained for the energy relative to the best compared isomer or geometry (same formula, charge and spin) is 95.42 kcal/mol. Its lowest unoccupied orbital energy is -0.0748 Ha.

Löwdin population analysis, charges in e, atoms 1 to 2: C -0.15; C -0.89


This record from OMol25 describes C2H3NdO as an isolated structure. The level of theory is the ωB97M-V functional and the def2-TZVPD basis.

Structure (ORCA input):
```
! RIJCOSX wB97M-V def2-TZVPD def2/J DEFGRID3
* xyz 2 4
O 0.5673 -0.7024 -0.0288
C -0.5702 -0.3801 -0.0572
C -1.8227 -0.2040 -0.3536
H -2.4774 -1.0776 -0.3579
H -2.2558 0.7948 -0.2730
H 3.4003 1.7705 0.6624
Nd 3.1585 -0.2012 0.4081
*
```

As for the expectation value of S²: 3.779. The electronic energy comes out at -19424.584 eV. The value obtained for the energy relative to the best compared isomer or geometry (same formula, charge and spin) is 0.00 kcal/mol. Its lowest unoccupied orbital energy (spin up / spin down) is -0.4308 / -0.3931 Ha.

Löwdin population analysis, charges in e, atoms 1 to 2: O -0.07; C -0.21


This record from OMol25 describes C15H20BrOSc as an isolated structure. The level of theory is the ωB97M-V functional and the def2-TZVPD basis.

Structure (ORCA input):
```
! RIJCOSX wB97M-V def2-TZVPD def2/J DEFGRID3
* xyz -2 1
Sc 0.5901 -0.3346 0.4885
C -0.9041 -1.8893 2.0320
C -1.0581 -0.5731 2.5734
C -1.7554 0.2284 1.6125
H -0.7343 -0.2488 3.5621
C -1.9515 -0.5511 0.4293
C -1.4168 -1.8653 0.6933
H -1.4366 -2.7221 0.0204
H -0.4872 -2.7490 2.5659
H -2.1046 1.2536 1.7354
H -2.4622 -0.1801 -0.4667
C 1.9832 -0.4459 -1.4532
C 0.9550 -1.4497 -1.5728
C -0.2760 -0.7777 -1.8472
H 1.0890 -2.5307 -1.4751
C -0.0319 0.6197 -1.8682
C 1.3702 0.8263 -1.6154
H 1.8579 1.8112 -1.6314
H 3.0459 -0.6215 -1.3119
H -1.2176 -1.2475 -2.1243
H -0.7531 1.4193 -2.0923
O 0.8868 1.3791 1.5046
C -1.5127 3.7808 -1.1164
C -0.9642 3.6257 0.1652
C -2.8714 3.2458 -1.3695
C -0.6862 4.2861 -2.2675
C 0.6113 2.6526 1.2926
H -1.6616 3.2562 0.9920
H -0.3874 4.5233 0.4842
H 1.4725 3.2809 0.9092
H 0.2343 3.1250 2.2618
H -3.4623 3.9718 -1.9654
H -3.3910 3.1265 -0.3959
H -2.8770 2.3127 -1.9544
H -0.8104 5.3885 -2.4194
H -0.9889 3.8554 -3.2389
H 0.4022 4.1532 -2.0892
Br 2.2247 -1.9597 1.5296
*
```

The electronic energy comes out at -108668.731 eV. The value obtained for the energy relative to the best compared isomer or geometry (same formula, charge and spin) is 22.23 kcal/mol. Its lowest unoccupied orbital energy (spin up / spin down) is 0.1835 / 0.1835 Ha.

Löwdin population analysis, charges in e, atoms 1 to 2: Sc 0.50; C -0.26


This record from OMol25 describes an isolated ion of composition C6H16N5 and charge +1. The level of theory is the ωB97M-V functional and the def2-TZVPD basis.

Structure (ORCA input):
```
! RIJCOSX wB97M-V def2-TZVPD def2/J DEFGRID3
* xyz 1 1
C -0.4868 -2.0606 -0.7391
C -0.9839 -1.0071 0.1717
C -1.5187 -1.6668 1.4264
C 0.2694 -0.0437 0.6404
N 1.0784 -0.7687 1.4085
C -0.0384 1.3809 1.3255
C -0.1304 2.4985 0.2946
N -0.0077 2.4394 -0.9349
N 0.4507 1.1766 -1.5494
N 1.1440 1.6306 -2.7650
N 1.1762 0.3353 -0.6247
H 0.5708 -2.4050 -0.4152
H -0.3145 -1.5086 -1.7612
H -1.2187 -2.8269 -0.8325
H -1.7159 -0.3855 -0.3060
H -0.8006 -2.2952 1.9617
H -2.2956 -2.3477 1.1869
H -1.9462 -0.9998 2.2154
H 1.1379 -1.7796 1.3110
H 1.7799 -0.3053 2.0016
H 0.5129 1.7001 2.2064
H -1.0836 1.3906 1.6508
H -0.5195 3.4665 0.5476
H -0.2980 0.5560 -1.8738
H 2.0117 2.1020 -2.6443
H 1.2714 0.7903 -3.4161
H 1.9553 0.9335 -0.4861
*
```

The electronic energy comes out at -13921.347 eV. As for the SMILES: CC(C)[C@]1(N)CC=N[N@@H+](N)N1. The value obtained for the energy relative to the best compared isomer or geometry (same formula, charge and spin) is 114.18 kcal/mol. Its lowest unoccupied orbital energy is -0.1079 Ha.

Löwdin population analysis, charges in e, atoms 1 to 2: C -0.07; C -0.36